ORCA calculation (the ωB97M-V functional and the def2-TZVPD basis) on one molecule with the formula CH5NOP2 at a distorted geometry.

```
10
Properties=species:S:1:pos:R:3:forces:R:3:lowdin_charge:R:1
C 0.0706 0.2691 1.8254 0.05 -2.70 -2.21 -0.472
P -0.7164 1.0560 0.3300 -0.17 0.55 0.16 0.593
P -0.3181 -0.4594 -1.0870 -0.01 -0.15 0.77 0.489
N 0.4088 0.3902 -2.3549 1.45 1.88 -0.98 -0.424
O 0.0641 0.9634 -3.3487 -0.98 0.00 -0.64 -0.105
H 1.0890 -0.1294 1.5789 -0.81 0.50 0.51 0.036
H 0.0405 0.8820 2.6437 0.45 2.10 1.81 -0.033
H -0.5618 -0.5685 2.1749 0.31 -0.06 -0.46 0.027
H 0.9973 -0.7988 -0.9056 0.28 -1.32 0.91 -0.023
H -1.0741 -1.6047 -0.8568 -0.55 -0.80 0.13 -0.087
```
Forces are in eV/Å.

* LUMO (alpha / beta): -1.59 / 0.04 eV
* charge: 0
* E_tot: -853.595557 Eh
* HOMO-LUMO gap (alpha / beta): 5.970 / 8.249 eV
* HOMO level (alpha / beta): -0.2777 / -0.3018 hartree
* ΔE to the lowest compared entry with this formula, charge and spin: 476.5 kJ/mol
* structure (SMILES): CP=[PH2]N=O


ORCA calculation (the ωB97M-V functional and the def2-TZVPD basis) on C23H19HgN3O6 as an isolated structure.

```
52
Properties=species:S:1:pos:R:3:forces:R:3:mulliken_spin:R:1
Hg -0.6810 -0.2613 0.1026 0.32 0.29 0.11 0.009
O -2.8514 -0.1527 0.1306 -0.35 0.00 -0.12 0.000
C -3.6755 -0.0187 -0.8484 0.14 -0.07 -0.09 0.003
C -4.9733 0.4981 -0.5572 -0.01 -0.02 0.01 0.001
C -5.9427 0.6414 -1.5155 0.04 -0.02 -0.05 0.000
C -5.6912 0.2959 -2.8522 -0.07 0.02 0.04 0.000
C -4.4435 -0.1817 -3.1712 0.06 -0.01 0.01 -0.001
C -3.4224 -0.3570 -2.2206 0.01 0.06 0.08 -0.002
C -2.1607 -0.8461 -2.7504 0.04 0.00 0.06 0.003
N -1.1051 -1.1476 -2.1074 -0.08 -0.07 -0.13 -0.003
C 0.0638 -1.5927 -2.8452 0.04 0.05 0.15 0.001
C 1.3407 -0.9331 -2.3009 -0.01 0.05 0.02 -0.001
N 1.3764 -1.1243 -0.8692 -0.13 0.00 -0.18 -0.003
C 2.3742 -1.6488 -0.2845 -0.02 0.03 0.08 -0.008
C 2.4125 -2.0367 1.1144 -0.09 -0.02 0.05 0.004
C 3.6581 -2.3816 1.6606 -0.02 0.05 -0.08 0.000
C 3.8036 -2.8156 2.9574 -0.04 -0.01 0.09 0.000
C 2.6499 -2.9294 3.7522 0.05 0.02 -0.08 0.000
C 1.4100 -2.6238 3.2516 0.00 0.01 -0.03 -0.002
C 1.2165 -2.1700 1.9076 0.03 0.12 -0.17 0.000
O 0.0329 -1.9443 1.4799 0.17 -0.15 0.25 0.001
H -5.1560 0.7707 0.4756 0.00 -0.01 -0.03 0.000
H -6.9154 1.0337 -1.2372 0.02 -0.01 0.01 0.000
H -6.4550 0.4108 -3.6102 0.01 0.00 0.00 0.000
H -4.2203 -0.4406 -4.2024 0.00 0.00 0.01 0.000
H -2.1493 -0.9498 -3.8446 -0.03 0.00 -0.05 0.000
H -0.0281 -1.3773 -3.9162 -0.02 -0.01 -0.05 0.000
H 0.1639 -2.6752 -2.7158 -0.03 -0.01 0.01 0.000
H 1.2981 0.1360 -2.5248 0.00 -0.09 0.03 0.002
H 2.2171 -1.3670 -2.7998 0.04 -0.04 0.00 0.000
H 3.2882 -1.8512 -0.8646 0.02 -0.06 0.00 0.000
H 4.5350 -2.2912 1.0236 -0.03 -0.01 0.01 0.000
H 4.7782 -3.0675 3.3548 -0.01 0.01 0.00 0.000
H 2.7436 -3.2715 4.7779 -0.02 0.01 0.00 0.000
H 0.5143 -2.7178 3.8559 0.02 -0.03 -0.01 0.000
O 0.9900 0.8309 4.1689 -0.04 0.20 0.01 0.005
C 0.2356 1.0153 3.0608 0.27 -0.44 -0.28 -0.029
O -0.8345 0.4879 2.9265 -0.15 0.14 0.04 -0.005
C 0.9044 1.8745 2.0300 -0.09 0.11 0.03 -0.022
C 1.8419 2.7866 2.4433 0.00 0.06 0.05 0.156
C 2.3577 3.6976 1.4815 0.03 -0.03 0.02 0.117
C 1.9144 3.6002 0.1983 -0.01 -0.02 0.00 -0.029
C 0.9785 2.6069 -0.1874 -0.08 -0.06 -0.01 0.323
N 0.4631 1.7325 0.7691 -0.02 0.04 0.02 0.270
C 0.5024 2.4542 -1.5377 0.47 -0.16 0.11 0.029
O 1.1384 3.1681 -2.5350 -0.12 0.12 -0.01 0.018
O -0.3568 1.6695 -1.9013 -0.35 -0.05 0.04 0.124
H 0.4941 0.2054 4.7140 -0.03 -0.06 0.03 0.000
H 2.1394 2.8228 3.4797 0.00 -0.01 -0.02 0.010
H 3.0691 4.4599 1.7700 0.00 0.01 -0.03 0.016
H 2.2751 4.3248 -0.5227 0.01 0.03 -0.01 0.013
H 1.8807 3.6508 -2.1644 0.06 0.03 0.04 -0.001
```
Forces are in eV/Å.

* LUMO (alpha / beta): 2.84 / 2.83 eV
* spin multiplicity: 2
* expectation value of S²: 0.7640
* charge: -1
* E_tot: -1657.055861 Eh
* HOMO-LUMO gap (alpha / beta): 5.627 / 7.418 eV
* HOMO level (alpha / beta): -0.1025 / -0.1687 hartree
* ΔE to the lowest compared entry with this formula, charge and spin: 9.1 kJ/mol


ORCA calculation (the ωB97M-V functional and the def2-TZVPD basis) on C20H31FInN3O2 as an isolated structure at a distorted geometry.

```
58
Properties=species:S:1:pos:R:3:forces:R:3:lowdin_charge:R:1
C -2.4643 1.7445 0.4246 -1.56 -0.18 0.86 -0.157
C -2.2236 0.2881 0.9612 1.61 1.03 -0.29 -0.407
F -2.9416 -0.6383 0.0940 -0.75 0.23 0.22 -0.222
In -0.0221 -0.3490 0.8811 0.02 0.11 0.18 0.669
C -0.0447 -2.5058 0.2051 -0.19 -0.44 0.39 -0.308
C 1.3254 -3.3093 0.3414 -0.95 0.40 -0.43 -0.282
C 2.5608 -2.4899 0.8403 0.53 -1.28 -0.18 -0.294
N 2.5765 -2.2414 2.3070 0.82 -0.46 -0.77 -0.078
C 3.9110 -1.6498 2.6506 -0.81 1.09 0.34 -0.163
C 3.6933 -0.1486 3.0421 0.27 1.35 0.63 -0.134
C 3.5055 0.8982 2.0350 0.26 0.07 2.29 -0.048
C 3.3039 2.2666 2.4591 0.13 -1.08 0.97 -0.087
C 3.2638 2.6189 3.8690 0.42 -1.45 0.08 -0.091
C 3.4649 1.6141 4.8933 0.01 -0.94 -2.73 -0.017
C 3.6834 0.2384 4.4351 -0.41 1.52 -0.46 -0.245
O 3.8835 -0.7306 5.4486 -0.68 0.39 -0.68 -0.029
C 0.9180 0.9917 -0.7262 -0.57 -1.81 1.05 -0.325
C 1.4679 0.3148 -1.8817 0.72 2.20 -1.28 -0.132
C 2.0463 1.0927 -2.9771 -1.33 1.23 2.69 -0.074
C 1.9752 2.5341 -2.7276 -0.21 -1.79 0.38 -0.106
C 1.4201 3.0138 -1.4919 0.23 1.43 -0.35 -0.197
N 0.8689 2.3382 -0.4334 1.72 -1.32 -3.83 0.022
H -3.3601 2.1639 0.9836 0.74 -0.13 -0.67 0.057
H -2.7741 1.7519 -0.6582 0.70 -0.09 0.85 0.050
H -1.6270 2.4565 0.6129 -0.42 -0.79 -0.37 0.051
H -2.5648 0.2030 2.0218 -0.36 -0.21 -1.05 0.061
H 0.7395 -0.0830 2.4685 -0.40 0.09 -0.38 -0.065
H -0.4774 -2.5408 -0.8349 0.57 -0.13 0.80 0.009
H -0.8093 -3.0178 0.8619 0.62 0.58 -0.67 0.022
H 1.5356 -3.7602 -0.6719 0.22 0.40 1.04 0.093
H 1.1286 -4.1776 1.0363 0.54 0.79 -0.57 0.096
H 2.7305 -1.5232 0.3027 -0.52 -0.69 0.32 0.089
H 3.4756 -3.1341 0.6256 -0.72 0.67 -0.17 0.110
H 2.5031 -3.1678 2.7352 0.07 0.40 -0.03 0.100
H 4.3531 -2.2137 3.5066 -0.18 0.62 -0.74 0.116
H 4.5837 -1.6601 1.7535 -0.33 -0.22 0.81 0.112
H 3.5442 0.5795 0.9703 -0.14 0.60 0.85 0.100
H 3.1665 3.0786 1.7155 0.06 -0.80 0.53 0.091
H 3.1142 3.6782 4.1914 0.10 -1.04 -0.49 0.094
H 3.4533 1.8177 5.9860 0.04 -0.06 -1.04 0.105
H 3.0078 -0.8630 5.8518 0.50 -0.04 -0.12 0.108
H 1.4492 -0.7960 -1.9365 -0.07 0.95 0.20 0.076
H 2.4887 0.6551 -3.8963 -0.38 0.38 0.77 0.088
H 2.3508 3.2536 -3.4887 -0.33 -0.54 0.84 0.085
H 1.4345 4.1325 -1.3604 -0.01 -1.09 -0.19 0.096
C -6.2094 0.4533 -4.9178 0.55 0.20 0.18 0.034
C -6.4042 -0.0549 -3.5303 -2.09 0.47 -0.15 -0.403
O -7.4373 -0.0601 -2.9318 0.19 0.19 -0.28 0.178
N -5.3187 -0.6986 -2.7662 0.20 -0.67 0.55 0.088
C -3.9083 -0.5286 -3.1776 0.60 -0.08 0.15 0.021
H -7.0310 1.1211 -5.1676 -0.07 -0.19 0.13 0.108
H -5.2768 1.0127 -5.0030 0.05 -0.15 -0.13 0.095
H -6.2011 -0.3884 -5.6138 0.11 0.02 -0.01 0.113
H -5.5944 -1.6876 -2.7361 0.32 -0.08 -0.13 0.201
H -5.5108 -0.4127 -1.7955 0.51 0.19 0.05 0.198
H -3.7744 -0.9286 -4.1807 -0.08 0.06 0.04 0.109
H -3.2924 -1.0820 -2.4684 0.07 0.19 0.03 0.107
H -3.6592 0.5298 -3.1372 0.05 -0.09 0.03 0.114
```
Forces are in eV/Å.

* LUMO: -1.86 eV
* charge: 0
* E_tot: -1385.123117 Eh
* HOMO-LUMO gap: 4.667 eV
* HOMO level: -0.2399 hartree


ORCA calculation (the ωB97M-V functional and the def2-TZVPD basis) on C24H25FIN2OS as an isolated structure at a distorted geometry.

```
55
Properties=species:S:1:pos:R:3:forces:R:3:lowdin_charge:R:1
C -1.0136 -5.3053 0.5715 0.89 0.15 -0.85 -0.069
C 0.0787 -4.4366 -0.2917 0.07 0.85 -0.80 -0.279
F 0.8180 -5.3424 -1.2310 -1.50 1.58 1.96 -0.131
C -0.5956 -3.2627 -1.2175 -1.80 3.03 -2.01 -0.110
C -1.0755 -3.4982 -2.7686 -0.53 3.00 1.38 -0.019
C -1.7485 -2.2982 -3.6937 1.82 0.52 5.32 -0.047
C -1.8924 -0.8246 -2.9852 0.88 -1.91 1.20 -0.008
C -1.4306 -0.4796 -1.4243 0.52 -4.37 -1.45 -0.097
C -0.7992 -1.7697 -0.5658 -1.28 0.31 -3.20 -0.308
S -0.3439 -1.3429 1.2423 -2.24 0.88 -1.45 0.791
C -1.8030 -0.2031 1.7236 -2.87 2.25 0.25 -0.374
C -2.5334 -0.2634 3.2040 -1.38 2.72 -3.60 -0.067
C -3.8168 0.7452 3.4635 0.97 0.46 -2.68 -0.092
C -4.4097 1.8048 2.3205 4.71 -3.39 -0.99 -0.068
C -3.6004 1.8380 0.8745 0.36 -1.77 2.18 -0.016
C -2.3004 0.8630 0.5334 -1.56 -0.62 3.52 -0.108
N -1.5302 0.8597 -0.7545 -1.87 -1.43 0.68 -0.128
C -1.8282 2.0056 -1.6736 -0.49 1.08 -1.85 -0.214
C -0.6226 2.3406 -2.7424 0.22 0.89 0.25 -0.180
C 0.7692 2.8896 -2.0607 -0.47 0.81 -0.47 -0.416
N 1.3167 2.0280 -0.9446 -0.15 0.58 0.65 -0.136
C 2.6851 2.4590 -0.4752 0.66 -1.12 0.57 -0.239
C 3.2118 1.6158 0.8678 1.54 -2.20 2.65 -0.044
C 4.6528 0.7794 0.7755 -1.49 -0.38 3.57 -0.013
C 5.2973 -0.0605 2.0662 -4.22 2.37 0.57 -0.094
C 4.4604 -0.0505 3.4861 -1.56 1.83 -2.75 -0.109
C 3.0052 0.7250 3.6279 2.25 0.19 -3.72 -0.023
C 2.4129 1.5465 2.2985 2.25 -1.36 0.06 -0.152
O 1.1060 2.2497 2.4547 1.96 -3.13 -1.31 -0.114
H -1.8792 -4.5826 0.8863 1.70 -1.51 -0.53 0.091
H -0.4488 -5.7558 1.4922 -1.29 0.82 -1.71 0.084
H -1.3992 -6.1772 -0.1349 0.70 1.95 1.57 0.099
H 0.9045 -3.9039 0.3848 -1.84 -1.41 -1.48 0.143
H -0.9477 -4.5780 -3.2154 -0.19 2.47 0.99 0.087
H -2.0867 -2.5379 -4.7882 0.75 0.74 2.44 0.082
H -2.3372 0.0620 -3.6345 1.13 -2.15 1.55 0.083
H -2.1082 -1.0205 4.0049 -1.13 1.85 -1.83 0.089
H -4.3876 0.7520 4.5113 1.58 -0.19 -2.52 0.075
H -5.3385 2.4899 2.5142 2.11 -1.53 -0.40 0.075
H -4.0238 2.5933 0.0594 1.23 -1.91 1.88 0.083
H -2.0558 3.0352 -1.1144 0.64 -2.66 -0.77 0.137
H -2.7976 1.7234 -2.3032 1.71 0.72 1.29 0.115
H -0.3950 1.4675 -3.5029 -0.34 1.55 1.79 0.085
H -1.0294 3.2392 -3.4158 0.79 -1.91 1.48 0.122
H 0.7205 4.0419 -1.7517 -0.37 -2.42 -0.06 0.121
H 1.5872 2.8556 -2.9300 -3.18 1.16 2.45 -0.332
H 1.2445 1.0062 -1.1404 0.48 1.33 -0.13 0.097
H 2.6559 3.5848 -0.1578 0.03 -2.06 -0.80 0.129
H 3.4626 2.2188 -1.3328 -1.20 0.90 1.92 -0.002
H 5.2788 0.7510 -0.2177 -1.59 0.21 2.07 0.086
H 6.3136 -0.6493 1.9903 -2.34 1.40 0.09 0.068
H 4.8874 -0.6013 4.4476 -0.99 1.27 -2.36 0.068
H 2.3917 0.7338 4.6507 1.53 0.00 -2.61 0.088
H 0.4565 1.6618 1.9297 1.38 1.41 0.84 0.086
I 2.8615 1.9778 -3.9131 3.02 -1.88 -2.85 0.004
```
Forces are in eV/Å.

* LUMO: 1.76 eV
* charge: -1
* E_tot: -1909.103366 Eh
* HOMO-LUMO gap: 4.779 eV
* HOMO level: -0.1111 hartree